The following is a quantum chemistry calculation of a structure of composition C23H22CaCl4F2N4O3S, from the Open Molecules 2025 dataset.

```
60
Properties=species:S:1:pos:R:3:lowdin_charge:R:1
Ca 0.198 -0.329 -0.347 1.11
F -5.236 1.810 2.988 0.08
C -3.950 2.019 2.681 -0.26
C -3.570 2.053 1.361 0.06
C -2.229 2.253 1.079 -0.20
C -1.260 2.439 2.069 -0.05
C -1.723 2.402 3.377 -0.20
F -0.845 2.550 4.383 0.09
C -3.044 2.185 3.712 0.10
C 0.195 2.656 1.811 -0.21
C 0.813 3.775 2.355 0.00
C 2.173 3.957 2.170 -0.04
C 2.881 3.004 1.458 -0.04
C 2.190 1.918 0.949 -0.17
N 0.873 1.745 1.103 0.05
H -4.279 1.884 0.565 0.13
H -3.352 2.130 4.746 0.14
H 0.229 4.488 2.920 0.12
H 2.670 4.824 2.584 0.11
H 3.947 3.089 1.302 0.11
H 2.713 1.136 0.402 0.05
N -0.995 -1.513 -2.241 -0.07
C -0.716 -1.257 -3.664 -0.25
C -1.120 0.173 -4.042 -0.19
C 0.044 1.070 -4.464 -0.20
C 1.184 1.164 -3.461 -0.27
N 0.699 1.505 -2.107 -0.05
H -0.695 -2.449 -1.980 0.08
H -1.997 -1.499 -2.071 0.09
H -1.228 -1.978 -4.306 0.11
H 0.355 -1.411 -3.805 0.10
H -1.633 0.626 -3.189 0.08
H -1.850 0.155 -4.853 0.11
H -0.344 2.075 -4.663 0.11
H 0.461 0.712 -5.409 0.12
H 1.899 1.909 -3.822 0.11
H 1.721 0.217 -3.390 0.06
H -0.061 2.178 -2.157 0.06
H 1.440 1.971 -1.593 0.06
Cl 1.832 -1.350 1.951 0.70
C 2.366 -2.785 1.102 -0.64
C 2.397 -3.958 1.830 -0.12
C 2.803 -5.128 1.212 -0.09
C 3.163 -5.100 -0.124 -0.13
C 3.116 -3.911 -0.833 -0.69
Cl 3.565 -3.964 -2.510 0.64
C 2.718 -2.695 -0.255 -0.74
S 2.672 -1.201 -1.172 0.46
H 2.097 -3.949 2.869 0.10
H 2.834 -6.057 1.765 0.10
H 3.479 -6.002 -0.631 0.10
Cl -1.866 -1.925 3.950 0.60
C -2.515 -2.293 2.340 -0.99
Cl -4.187 -1.715 2.181 0.61
C -1.621 -1.645 1.274 -0.83
O -0.983 -2.410 0.525 -0.08
O -1.580 -0.390 1.244 -0.16
H -2.529 -3.370 2.225 0.06
O -2.580 2.039 -1.122 0.02
N -1.739 2.177 -0.271 0.02
```

- Total energy: -4450.832771 Eh
- 2S+1: 1



The following is a quantum chemistry calculation of a structure of composition C23H22CaN9OS2 at a distorted geometry, from the Open Molecules 2025 dataset.

```
58
Properties=species:S:1:pos:R:3:lowdin_charge:R:1
Ca -0.130 -0.013 0.014 1.17
S -3.192 -4.599 5.576 1.06
N -2.291 -3.271 5.726 -0.20
C -2.023 -2.878 4.489 -0.31
C -1.197 -1.723 4.137 -0.08
C -0.573 -0.932 5.099 0.03
C 0.215 0.118 4.699 -0.01
C 0.347 0.356 3.336 -0.11
N -0.256 -0.375 2.400 0.00
C -1.020 -1.419 2.792 -0.13
C -1.654 -2.271 1.731 -0.13
N -1.442 -1.940 0.435 -0.01
C -1.971 -2.714 -0.512 -0.10
C -2.737 -3.841 -0.242 -0.02
C -2.961 -4.172 1.072 0.03
C -2.412 -3.380 2.078 -0.08
C -2.604 -3.679 3.497 -0.31
N -3.321 -4.687 3.971 -0.20
H -0.713 -1.171 6.146 0.13
H 0.730 0.747 5.410 0.12
H 0.975 1.167 2.982 0.12
H -1.767 -2.422 -1.536 0.12
H -3.138 -4.431 -1.053 0.12
H -3.551 -5.038 1.347 0.13
O 0.328 -0.019 -2.032 -0.39
N 1.543 -0.004 -2.599 -0.21
C 1.588 -0.035 -3.953 -0.02
C 2.780 -0.025 -4.610 -0.05
C 3.954 0.023 -3.850 -0.05
C 3.878 0.065 -2.483 -0.08
C 2.646 0.059 -1.801 -0.66
S 2.524 0.132 -0.064 0.52
H 0.617 -0.073 -4.421 0.14
H 2.788 -0.055 -5.689 0.11
H 4.918 0.030 -4.341 0.12
H 4.768 0.109 -1.872 0.11
C -2.052 2.219 -1.344 -0.18
N -2.892 3.402 -1.364 -0.08
C -3.935 3.263 -0.342 -0.16
N -3.371 3.096 1.005 -0.08
C -2.529 1.914 1.005 -0.19
N -1.423 2.000 0.000 -0.21
C -0.630 3.230 0.318 -0.17
N -1.450 4.426 0.312 -0.08
C -2.060 4.564 -1.018 -0.15
C -2.526 4.263 1.296 -0.16
H -1.255 2.307 -2.081 0.12
H -2.654 1.342 -1.592 0.13
H -4.557 2.399 -0.580 0.13
H -4.562 4.154 -0.353 0.13
H -3.138 1.035 0.776 0.13
H -2.086 1.786 1.995 0.12
H 0.170 3.315 -0.417 0.13
H -0.178 3.099 1.304 0.12
H -1.273 4.676 -1.764 0.13
H -2.682 5.459 -1.030 0.13
H -3.148 5.158 1.291 0.13
H -2.089 4.150 2.289 0.13
```

- Total energy: -2931.623994 Eh
- 2S+1: 1
- Net charge: +1



The following is a quantum chemistry calculation of an isolated molecule of C23H22Cl3N3OS, from the Open Molecules 2025 dataset.

```
53
Properties=species:S:1:pos:R:3:lowdin_charge:R:1
C -3.316 3.776 -4.871 -0.05
C -2.172 3.706 -3.909 -0.27
C -2.337 3.204 -2.629 0.03
C -1.270 3.146 -1.739 -0.22
C -0.005 3.606 -2.105 -0.22
C 0.151 4.101 -3.397 -0.03
C -0.906 4.148 -4.282 -0.04
H -0.754 4.540 -5.277 0.12
H 1.123 4.460 -3.701 0.12
C 1.154 3.591 -1.158 -0.04
H 1.881 2.838 -1.460 0.04
H 1.654 4.557 -1.168 0.09
H 0.837 3.372 -0.142 0.07
N -1.499 2.627 -0.434 0.03
C -1.172 1.391 -0.003 -0.84
S -1.529 0.994 1.564 0.68
N -0.627 0.570 -0.938 0.07
C -0.017 -0.719 -0.752 -0.45
N -0.599 -1.490 0.286 0.06
C -0.967 -2.787 0.097 -0.49
O -0.957 -3.316 -0.990 0.07
C -1.287 -3.502 1.398 -0.04
C 0.063 -3.766 2.019 -0.18
C 0.755 -4.879 1.607 -0.04
C 2.070 -5.120 2.022 -0.08
C 2.707 -4.220 2.827 -0.05
C 2.037 -3.065 3.280 -0.18
C 2.695 -2.120 4.096 -0.03
C 2.052 -0.999 4.537 -0.08
C 0.705 -0.795 4.206 -0.09
C 0.040 -1.692 3.417 -0.07
C 0.685 -2.838 2.899 -0.13
H -1.006 -1.515 3.214 0.09
H 0.189 0.079 4.574 0.10
H 2.567 -0.275 5.151 0.10
H 3.726 -2.304 4.363 0.11
H 3.734 -4.375 3.126 0.11
H 2.579 -6.008 1.678 0.10
H 0.282 -5.574 0.928 0.12
H -1.932 -2.894 2.026 0.12
H -1.786 -4.442 1.163 0.13
H -0.695 -1.031 1.190 0.00
C 1.519 -0.568 -0.497 -1.47
Cl 2.245 -2.170 -0.253 0.69
Cl 1.836 0.434 0.929 0.65
Cl 2.269 0.189 -1.918 0.63
H -0.130 -1.298 -1.684 0.15
H -0.437 1.006 -1.832 0.12
H -2.039 3.182 0.215 0.13
H -3.304 2.847 -2.304 0.12
H -4.215 3.343 -4.442 0.08
H -3.074 3.242 -5.789 0.08
H -3.523 4.813 -5.136 0.08
```

- Total energy: -2907.995077 Eh
- 2S+1: 1
- SMILES string: Cc1ccc(C)c(NC(=S)N[C@H](NC(=O)Cc2cccc3ccccc23)C(Cl)(Cl)Cl)c1



The following is a quantum chemistry calculation of a structure of composition C23H22ClMnNOPS2 at a distorted geometry, from the Open Molecules 2025 dataset.

```
52
Properties=species:S:1:pos:R:3:mulliken_spin:R:1
Mn 0.366 -0.058 0.161 1.20
Cl -0.495 0.300 -1.923 0.00
C -0.825 -1.257 -2.644 0.00
C -1.102 -1.288 -3.998 0.00
C -1.325 -2.510 -4.612 0.00
C -1.273 -3.677 -3.868 0.00
C -1.022 -3.624 -2.505 0.00
C -0.799 -2.408 -1.862 0.00
P -0.461 -2.295 -0.057 -0.01
C -2.106 -2.027 0.689 -0.02
C -3.288 -1.977 -0.038 0.00
C -4.489 -1.738 0.619 0.00
C -4.510 -1.555 1.992 0.00
C -3.326 -1.585 2.720 0.00
C -2.126 -1.812 2.070 0.01
C -0.097 -4.029 0.350 0.00
C -1.043 -4.869 0.929 0.00
C -0.735 -6.206 1.143 0.00
C 0.508 -6.703 0.781 0.00
C 1.454 -5.866 0.204 0.00
C 1.155 -4.530 -0.007 0.00
H -1.142 -0.365 -4.561 0.00
H -1.535 -2.541 -5.673 0.00
H -1.433 -4.635 -4.344 0.00
H -0.998 -4.538 -1.927 0.00
H -3.269 -2.121 -1.111 0.00
H -5.408 -1.690 0.051 0.00
H -5.451 -1.380 2.497 0.00
H -3.342 -1.424 3.790 0.00
H -1.192 -1.819 2.623 0.00
H -2.016 -4.488 1.210 0.00
H -1.475 -6.862 1.581 0.00
H 0.742 -7.746 0.947 0.00
H 2.420 -6.255 -0.088 0.00
H 1.885 -3.869 -0.460 0.00
C -1.757 2.278 1.281 -0.05
C -0.858 1.085 1.247 -0.11
O 0.218 1.074 1.870 -0.04
H -2.167 2.385 2.291 0.00
H -2.581 2.186 0.579 0.00
H -1.174 3.173 1.063 0.00
S 2.695 -0.235 -0.073 0.02
C 2.889 -0.690 1.543 0.01
N 2.841 0.143 2.577 0.00
C 2.742 -0.483 3.890 0.00
C 3.515 -1.788 3.779 0.00
S 3.302 -2.301 2.036 0.00
H 2.442 1.062 2.435 0.00
H 1.692 -0.673 4.134 0.00
H 3.168 0.170 4.649 0.00
H 3.121 -2.566 4.426 0.00
H 4.580 -1.657 3.963 0.00
```

- Total energy: -3768.291527 Eh
- 2S+1: 2
- ⟨S²⟩: 0.8463
- Net charge: +1



Copy entry 2 word for word.
The following is a quantum chemistry calculation of a structure of composition C23H22CaN9OS2 at a distorted geometry, from the Open Molecules 2025 dataset.

```
58
Properties=species:S:1:pos:R:3:lowdin_charge:R:1
Ca -0.130 -0.013 0.014 1.17
S -3.192 -4.599 5.576 1.06
N -2.291 -3.271 5.726 -0.20
C -2.023 -2.878 4.489 -0.31
C -1.197 -1.723 4.137 -0.08
C -0.573 -0.932 5.099 0.03
C 0.215 0.118 4.699 -0.01
C 0.347 0.356 3.336 -0.11
N -0.256 -0.375 2.400 0.00
C -1.020 -1.419 2.792 -0.13
C -1.654 -2.271 1.731 -0.13
N -1.442 -1.940 0.435 -0.01
C -1.971 -2.714 -0.512 -0.10
C -2.737 -3.841 -0.242 -0.02
C -2.961 -4.172 1.072 0.03
C -2.412 -3.380 2.078 -0.08
C -2.604 -3.679 3.497 -0.31
N -3.321 -4.687 3.971 -0.20
H -0.713 -1.171 6.146 0.13
H 0.730 0.747 5.410 0.12
H 0.975 1.167 2.982 0.12
H -1.767 -2.422 -1.536 0.12
H -3.138 -4.431 -1.053 0.12
H -3.551 -5.038 1.347 0.13
O 0.328 -0.019 -2.032 -0.39
N 1.543 -0.004 -2.599 -0.21
C 1.588 -0.035 -3.953 -0.02
C 2.780 -0.025 -4.610 -0.05
C 3.954 0.023 -3.850 -0.05
C 3.878 0.065 -2.483 -0.08
C 2.646 0.059 -1.801 -0.66
S 2.524 0.132 -0.064 0.52
H 0.617 -0.073 -4.421 0.14
H 2.788 -0.055 -5.689 0.11
H 4.918 0.030 -4.341 0.12
H 4.768 0.109 -1.872 0.11
C -2.052 2.219 -1.344 -0.18
N -2.892 3.402 -1.364 -0.08
C -3.935 3.263 -0.342 -0.16
N -3.371 3.096 1.005 -0.08
C -2.529 1.914 1.005 -0.19
N -1.423 2.000 0.000 -0.21
C -0.630 3.230 0.318 -0.17
N -1.450 4.426 0.312 -0.08
C -2.060 4.564 -1.018 -0.15
C -2.526 4.263 1.296 -0.16
H -1.255 2.307 -2.081 0.12
H -2.654 1.342 -1.592 0.13
H -4.557 2.399 -0.580 0.13
H -4.562 4.154 -0.353 0.13
H -3.138 1.035 0.776 0.13
H -2.086 1.786 1.995 0.12
H 0.170 3.315 -0.417 0.13
H -0.178 3.099 1.304 0.12
H -1.273 4.676 -1.764 0.13
H -2.682 5.459 -1.030 0.13
H -3.148 5.158 1.291 0.13
H -2.089 4.150 2.289 0.13
```

- Total energy: -2931.623994 Eh
- 2S+1: 1
- Net charge: +1